## A
ORCA calculation (ωB97M-V with the def2-TZVPD basis set) on a molecular structure, C38H47Cl3IN5O5SSi2Zr.

Element x y z (Å)
Zr 1.259 -0.746 -1.241
C 1.815 -0.901 1.012
C 3.217 -1.098 1.064
C 3.473 -2.463 1.019
C 2.249 -3.145 0.952
C 1.219 -2.205 0.918
H 1.291 -0.014 1.358
H 3.958 -0.319 1.164
H 4.445 -2.922 1.062
H 2.132 -4.217 0.958
H 0.174 -2.427 1.082
N 1.104 3.850 0.106
C 0.817 2.539 0.240
N 0.605 1.740 -0.746
C 0.684 2.226 -2.043
N 0.226 1.499 -3.016
N -0.041 0.228 -2.740
C -1.016 -0.447 -3.250
C -1.081 -1.859 -2.949
C -2.054 -2.687 -3.522
C -2.057 -4.039 -3.236
C -1.124 -4.526 -2.328
C -0.215 -3.641 -1.768
N -0.164 -2.346 -2.073
C 1.238 3.548 -2.261
C 1.633 4.016 -3.513
C 2.181 5.274 -3.639
C 2.324 6.096 -2.526
C 1.955 5.646 -1.274
C 1.433 4.365 -1.135
H 1.292 4.420 0.919
H 0.701 2.167 1.253
H -1.781 0.005 -3.878
H -2.781 -2.269 -4.200
H -2.769 -4.701 -3.709
H -1.077 -5.572 -2.073
H 0.510 -3.997 -1.043
H 1.501 3.368 -4.363
H 2.499 5.631 -4.605
H 2.743 7.084 -2.635
H 2.074 6.266 -0.397
Cl 2.708 -4.398 -2.923
Si 3.234 -2.502 -2.137
Cl 1.972 -1.256 -3.911
Cl 5.075 -2.274 -3.031
C -5.422 1.082 2.327
C -4.111 1.006 1.540
C -3.166 2.136 1.946
C -4.399 1.076 0.039
O -3.533 -0.249 1.858
Si -2.005 -0.794 1.655
S -1.368 -0.390 -0.298
O -2.040 -2.388 1.985
C -3.007 -3.382 1.695
C -4.157 -3.254 2.695
C -2.304 -4.732 1.870
C -3.531 -3.225 0.269
O -0.903 -0.116 2.640
C -0.709 -0.284 4.042
C 0.180 -1.506 4.272
C -2.052 -0.467 4.747
C -0.010 0.987 4.534
H -5.938 2.015 2.122
H -5.225 1.016 3.394
H -6.069 0.257 2.041
H -3.641 3.101 1.800
H -2.260 2.081 1.348
H -2.893 2.026 2.992
H -4.859 2.028 -0.208
H -5.067 0.270 -0.252
H -3.469 0.970 -0.515
H -3.802 -3.466 3.701
H -4.946 -3.960 2.449
H -4.548 -2.240 2.658
H -1.773 -4.739 2.819
H -1.588 -4.896 1.068
H -3.032 -5.540 1.868
H -4.081 -2.294 0.185
H -4.182 -4.055 0.010
H -2.702 -3.194 -0.433
H -0.300 -2.377 3.835
H 0.333 -1.676 5.336
H 1.144 -1.363 3.789
H -2.508 -1.396 4.416
H -2.722 0.351 4.494
H -1.922 -0.498 5.826
H 0.943 1.108 4.025
H 0.167 0.925 5.605
H -0.630 1.856 4.329
I 7.595 4.381 -5.022
C 6.242 3.359 -3.757
C 5.542 2.269 -4.243
C 4.637 1.628 -3.418
C 4.443 2.075 -2.115
C 5.164 3.165 -1.639
C 6.064 3.814 -2.461
C 3.435 1.411 -1.232
O 3.237 1.809 -0.085
O 2.771 0.445 -1.761
H 5.696 1.915 -5.250
H 4.074 0.777 -3.774
H 5.008 3.484 -0.619
H 6.625 4.660 -2.092

Its net charge is 0. Its spin multiplicity is 1.

Atomic partial charges in e from the Löwdin method, atoms 1 to 99: 1.41, -0.36, -0.14, -0.18, -0.16, -0.27, 0.08, 0.10, 0.10, 0.10, 0.07, 0.15, -0.13, 0.03, -0.28, 0.11, -0.28, -0.14, -0.33, 0.01, -0.04, -0.04, -0.17, -0.10, -0.08, 0.00, -0.06, -0.06, -0.01, -0.17, 0.16, 0.14, 0.15, 0.12, 0.12, 0.12, 0.08, 0.12, 0.11, 0.11, 0.12, 0.16, -0.22, 0.15, 0.20, -0.02, -0.65, -0.03, -0.05, -0.15, -0.11, 0.56, -0.15, -0.63, -0.02, -0.02, -0.03, -0.16, -0.63, -0.01, -0.02, -0.02, 0.08, 0.08, 0.08, 0.09, 0.06, 0.07, 0.09, 0.09, 0.01, 0.09, 0.09, 0.07, 0.09, 0.07, 0.09, 0.07, 0.09, 0.05, 0.08, 0.09, 0.08, 0.07, 0.07, 0.09, 0.08, 0.09, 0.08, 0.83, -0.71, -0.14, -0.01, -0.12, -0.01, -0.15, -0.55, 0.04, -0.33

## B
ORCA calculation (ωB97M-V with the def2-TZVPD basis set) on a molecular structure, C38H47Cl3IN5O5SSi2Zr.

Element x y z (Å)
Zr 0.066 0.093 -0.404
C -0.638 -2.262 -3.270
C 0.351 -1.283 -3.315
C 1.076 -1.322 -2.096
C 0.545 -2.429 -1.349
C -0.518 -2.964 -2.065
H -1.360 -2.452 -4.044
H 0.540 -0.628 -4.150
H 2.090 -0.940 -1.969
H 0.976 -2.840 -0.447
H -1.137 -3.787 -1.748
N 3.823 2.743 -1.104
C 3.167 1.659 -0.647
N 1.986 1.684 -0.138
C 1.322 2.895 -0.001
N 0.198 2.955 0.650
N -0.248 1.756 1.137
C -1.215 1.813 1.998
C -1.585 0.620 2.717
C -2.722 0.521 3.532
C -2.852 -0.593 4.340
C -1.868 -1.572 4.311
C -0.826 -1.427 3.403
N -0.689 -0.373 2.629
C 1.905 4.081 -0.595
C 1.225 5.296 -0.669
C 1.800 6.373 -1.309
C 3.058 6.253 -1.889
C 3.757 5.063 -1.814
C 3.182 3.971 -1.173
H 4.750 2.651 -1.494
H 3.662 0.697 -0.727
H -1.682 2.763 2.259
H -3.474 1.295 3.524
H -3.699 -0.693 5.005
H -1.904 -2.425 4.971
H -0.054 -2.177 3.301
H 0.240 5.351 -0.236
H 1.270 7.311 -1.363
H 3.493 7.092 -2.409
H 4.739 4.978 -2.255
Cl 0.519 1.615 -2.471
Si -2.160 0.417 -2.212
Cl -3.299 1.190 -3.741
Cl -2.071 2.146 -0.993
C 3.476 -5.796 2.190
C 2.737 -4.452 2.183
C 2.969 -3.699 3.492
C 1.235 -4.673 1.982
O 3.217 -3.729 1.066
Si 3.592 -2.168 0.814
S 2.026 -0.838 1.280
O 3.904 -2.006 -0.781
C 4.482 -2.935 -1.697
C 5.716 -3.603 -1.093
C 4.879 -2.129 -2.937
C 3.456 -4.008 -2.046
O 4.926 -1.993 1.736
C 5.866 -1.016 2.111
C 5.683 0.282 1.325
C 7.264 -1.590 1.835
C 5.694 -0.745 3.610
H 3.081 -6.437 2.974
H 4.539 -5.638 2.358
H 3.348 -6.294 1.231
H 2.597 -4.276 4.334
H 2.451 -2.745 3.455
H 4.028 -3.507 3.629
H 0.813 -5.215 2.826
H 1.052 -5.227 1.066
H 0.759 -3.699 1.891
H 6.521 -2.884 -0.968
H 6.057 -4.401 -1.746
H 5.460 -4.016 -0.123
H 5.540 -1.315 -2.644
H 3.997 -1.714 -3.418
H 5.408 -2.760 -3.644
H 3.142 -4.482 -1.124
H 3.897 -4.754 -2.700
H 2.589 -3.573 -2.532
H 5.729 0.061 0.262
H 6.465 0.993 1.580
H 4.712 0.711 1.562
H 7.387 -1.767 0.770
H 7.395 -2.537 2.353
H 8.034 -0.896 2.165
H 4.710 -0.322 3.791
H 6.455 -0.053 3.962
H 5.778 -1.676 4.165
I -5.632 -6.607 1.443
C -4.548 -4.810 1.170
C -3.208 -4.758 1.518
C -2.497 -3.594 1.298
C -3.136 -2.481 0.764
C -4.485 -2.543 0.429
C -5.191 -3.714 0.617
C -2.368 -1.245 0.472
O -2.945 -0.157 0.323
O -1.110 -1.347 0.309
H -2.713 -5.616 1.945
H -1.447 -3.533 1.530
H -4.962 -1.666 0.015
H -6.232 -3.774 0.340

Its net charge is 0. Its spin multiplicity is 1.

Atomic partial charges in e from the Löwdin method, atoms 1 to 99: 1.40, -0.18, -0.25, -0.41, -0.25, -0.13, 0.09, 0.08, 0.08, 0.06, 0.10, 0.15, -0.18, -0.10, -0.37, 0.04, -0.19, -0.06, -0.28, 0.00, -0.05, -0.03, -0.13, 0.07, -0.10, 0.00, -0.07, -0.06, -0.01, -0.17, 0.16, 0.11, 0.14, 0.12, 0.11, 0.11, 0.09, 0.12, 0.11, 0.11, 0.11, 0.14, 0.07, 0.20, 0.26, -0.02, -0.64, -0.04, -0.03, -0.15, -0.13, 0.44, -0.17, -0.62, -0.02, -0.02, -0.01, -0.13, -0.64, -0.04, -0.02, -0.02, 0.08, 0.09, 0.08, 0.09, 0.05, 0.08, 0.09, 0.09, 0.04, 0.07, 0.09, 0.08, 0.08, 0.08, 0.09, 0.07, 0.09, 0.08, 0.08, 0.09, 0.06, 0.07, 0.09, 0.08, 0.09, 0.08, 0.08, 0.84, -0.70, -0.13, -0.01, -0.12, 0.00, -0.14, -0.62, -0.10, -0.27

Computed stability ranking, most favorable first: A, B

## A
ORCA calculation (ωB97M-V with the def2-TZVPD basis set) on a gas-phase ion, C2H5BrN3 (charge +1).

Element x y z (Å)
Br 1.513 -2.240 0.665
C 0.338 -0.630 0.886
N -1.016 -1.004 0.612
N -1.526 -0.379 -0.272
C -0.719 0.625 -0.858
N 0.669 0.496 -0.161
H 0.295 -0.199 1.982
H -0.679 0.214 -1.859
H -1.259 1.593 -0.535
H 1.510 0.156 -0.743
H 0.872 1.367 0.283

Its net charge is +1. As for the structure (SMILES): Br[C@@H]1N=NC[NH2+]1. Its spin multiplicity is 1.

Partial charges, natural (NBO), in e: 0.15, -0.04, -0.10, -0.05, -0.15, -0.59, 0.29, 0.27, 0.28, 0.48, 0.45

## B
ORCA calculation (ωB97M-V with the def2-TZVPD basis set) on a molecular structure, C2H5BrN3.

Element x y z (Å)
C 0.407 -1.334 0.752
C -1.347 0.172 -0.979
N -0.352 -1.504 -0.182
N -1.245 -1.225 -0.903
N -0.531 1.084 -0.319
Br -3.103 -0.093 0.186
H 0.041 -1.273 1.810
H 1.481 -1.546 0.548
H -1.510 0.597 -1.960
H -0.104 0.995 0.620
H -0.405 1.956 -0.833

Its net charge is +1. Its spin multiplicity is 1.

Partial charges, natural (NBO), in e: -0.06, 0.12, 0.03, 0.02, -0.82, 0.03, 0.27, 0.27, 0.27, 0.42, 0.44

Computed stability ranking, most favorable first: A, B

## A
ORCA calculation (ωB97M-V with the def2-TZVPD basis set) on 2 unconnected molecules or ions with the total composition C2H8IN2.

Element x y z (Å)
C -1.689 2.284 0.124
C 1.623 -0.466 0.172
N -1.247 1.075 0.178
N 0.641 -1.538 -0.328
I -2.608 -0.539 0.007
H -1.047 3.129 0.443
H 1.275 0.534 0.541
H 2.046 -1.118 0.952
H 2.436 -0.531 -0.531
H 0.238 -1.403 -1.182
H 1.129 -2.448 -0.382
H -2.571 2.604 -0.312
H -0.227 -1.582 0.318

Its net charge is +1. Its spin multiplicity is 1.

Partial charges, natural (NBO), in e: -0.02, -0.42, -0.59, -0.68, 0.26, 0.21, 0.29, 0.22, 0.23, 0.42, 0.44, 0.18, 0.45

## B
ORCA calculation (ωB97M-V with the def2-TZVPD basis set) on 2 unconnected molecules or ions with the total composition C2H8IN2.

Element x y z (Å)
C -0.758 0.907 -0.916
C -0.944 -0.397 -0.311
N -1.285 -1.514 -1.057
N 0.441 0.275 -0.241
I 2.843 0.972 3.083
H -0.688 1.101 -2.075
H -1.151 1.778 -0.386
H -1.429 -0.369 0.684
H -1.251 -1.578 -1.966
H -1.695 -2.295 -0.558
H 0.660 0.682 0.644
H 1.183 -0.042 -0.917
H 4.073 0.479 4.017

Its net charge is +1. Its spin multiplicity is 1.

Partial charges, natural (NBO), in e: -0.25, 0.13, -0.79, -0.57, -0.15, 0.27, 0.25, 0.25, 0.39, 0.42, 0.44, 0.46, 0.15

Computed stability ranking, most favorable first: B, A

## A
ORCA calculation (ωB97M-V with the def2-TZVPD basis set) on C3H4S3 in the gas phase.

Element x y z (Å)
S 3.051 -0.298 -0.207
C 1.374 -0.360 -0.420
C 0.549 -0.004 0.808
S -0.428 1.297 -0.009
C -1.839 0.534 -0.379
S -2.085 -1.052 -0.081
H 0.754 -0.258 -1.514
H -0.137 -0.979 1.051
H 1.186 -0.004 1.814
H -2.425 1.123 -1.065

Its net charge is 0. As for the structure (SMILES): S=CCSC=S. Its spin multiplicity is 1.

Partial charges, natural (NBO), in e: 0.02, -0.29, -0.72, 0.46, -0.54, 0.00, 0.24, 0.30, 0.30, 0.24

## B
ORCA calculation (ωB97M-V with the def2-TZVPD basis set) on a molecular structure, C3H4S3.

Element x y z (Å)
C 0.181 0.592 -1.737
C -0.876 1.006 -1.129
C 0.113 -0.766 1.321
S 0.326 -1.861 0.164
S 0.360 -0.705 2.989
S -0.684 1.375 0.584
H 0.124 0.536 -2.878
H 1.091 0.380 -1.202
H -1.900 1.253 -1.484
H 1.266 -1.811 3.372

Its net charge is 0. Its spin multiplicity is 1.

Partial charges, natural (NBO), in e: -0.35, -0.39, -0.44, 0.14, 0.17, 0.06, 0.21, 0.22, 0.23, 0.16

## C
ORCA calculation (ωB97M-V with the def2-TZVPD basis set) on C3H4S3 in the gas phase.

Element x y z (Å)
C -2.202 0.062 0.173
C -0.995 -0.158 0.173
C 0.432 -0.209 0.211
S 1.084 -0.186 1.932
S 1.059 -1.402 -1.151
S 1.021 1.534 -0.460
H -3.189 0.071 -0.023
H -0.169 -0.282 2.526
H 0.728 -0.658 -2.234
H 2.230 1.226 -1.148

Its net charge is 0. As for the structure (SMILES): C#CC(S)(S)S. Its spin multiplicity is 1.

Partial charges, natural (NBO), in e: -0.16, -0.10, -0.43, 0.06, 0.00, -0.06, 0.23, 0.16, 0.15, 0.15

Computed stability ranking, most favorable first: A, B, C

## A
ORCA calculation (ωB97M-V with the def2-TZVPD basis set) on 4 unconnected molecules or ions with the total composition C2H12N2O3.

Element x y z (Å)
H -2.150 1.634 -2.016
N -1.385 1.385 -1.401
C -1.624 2.013 -0.286
N -0.969 1.844 0.889
C -1.823 1.935 2.140
H -2.630 2.401 -0.120
H -0.388 1.021 0.884
H -1.428 2.659 2.818
H -2.844 2.204 1.754
H -1.877 0.909 2.518
O 4.202 -2.028 -1.751
H 3.725 -2.172 -2.577
H 4.617 -1.168 -1.904
O 1.812 -3.256 1.067
H 2.671 -3.464 0.685
H 1.356 -2.761 0.376
O -0.045 -1.199 -0.982
H -0.415 -0.325 -0.710
H -0.805 -1.633 -1.383

Its net charge is 0. As for the structure (SMILES): [H]/N=C/NC.O.O.O. Its spin multiplicity is 1.

Partial charges, natural (NBO), in e: 0.35, -0.75, 0.29, -0.61, -0.40, 0.14, 0.39, 0.21, 0.19, 0.21, -0.94, 0.47, 0.47, -0.96, 0.47, 0.49, -0.97, 0.48, 0.47

## B
ORCA calculation (ωB97M-V with the def2-TZVPD basis set) on 4 unconnected molecules or ions with the total composition C2H12N2O3.

Element x y z (Å)
C -1.744 1.481 -0.246
N -2.065 0.901 -1.524
C -2.920 1.317 -2.359
N -3.383 2.617 -2.460
H -2.258 2.492 -0.189
H -0.662 1.486 -0.022
H -1.987 0.686 0.555
H -3.287 0.604 -3.129
H -2.891 3.344 -1.969
H -4.210 2.912 -2.949
O 2.560 -3.930 2.834
H 1.733 -3.480 3.057
H 2.779 -3.451 2.024
O 1.242 -2.990 4.685
H 1.386 -2.345 5.399
H 0.343 -2.719 4.451
O 4.577 1.379 -2.423
H 3.622 1.426 -2.532
H 4.803 1.951 -1.679

Its net charge is 0. As for the structure (SMILES): C/N=C\N.O.O.O. Its spin multiplicity is 1.

Partial charges, natural (NBO), in e: -0.45, -0.52, 0.29, -0.85, 0.16, 0.21, 0.21, 0.17, 0.39, 0.40, -0.94, 0.47, 0.45, -0.93, 0.48, 0.46, -0.94, 0.47, 0.47

Computed stability ranking, most favorable first: A, B

## A
ORCA calculation (ωB97M-V with the def2-TZVPD basis set) on C2H2S4 in the gas phase.

Element x y z (Å)
S -1.230 -1.384 0.226
C -0.479 0.016 0.053
S -1.439 1.454 -0.223
C 1.023 0.290 -0.049
S 1.596 1.829 0.244
S 2.071 -1.058 -0.181
H -2.562 0.770 0.047
H 1.020 -1.917 -0.117

Its net charge is 0. As for the structure (SMILES): S=C(S)C(=S)S. Its spin multiplicity is 1.

Partial charges, natural (NBO), in e: 0.09, -0.38, 0.16, -0.39, 0.07, 0.18, 0.13, 0.15

## B
ORCA calculation (ωB97M-V with the def2-TZVPD basis set) on a molecular structure, C2H2S4.

Element x y z (Å)
C 0.560 -0.024 -0.522
C -0.512 0.140 0.550
H 0.737 -0.753 -2.652
H -0.931 0.738 2.760
S -0.208 -1.036 -1.657
S 2.028 0.456 -0.697
S 0.245 0.788 2.008
S -2.071 -0.251 0.329

Its net charge is 0. Its spin multiplicity is 1.

Partial charges, natural (NBO), in e: -0.46, -0.37, 0.13, 0.15, 0.16, 0.14, 0.14, 0.12

Computed stability ranking, most favorable first: A, B